1.
{"formula": "CH3CuMgO2", "method": "wB97M-V/def2-TZVPD", "elements": ["O", "C", "O", "H", "H", "Mg", "Cu", "H"], "xyz": [[0.0311, 0.5699, -1.3526], [0.7340, 0.7019, -0.1732], [0.2810, -0.2972, 0.7330], [0.5934, 1.7080, 0.2813], [1.8253, 0.5535, -0.3256], [-1.0290, -0.9087, -0.6511], [-0.1300, -0.2844, 2.4996], [-2.3060, -2.0431, -1.0114]], "atomic_forces_ev_per_a": [[-0.17, -0.23, 0.06], [0.16, 0.36, -0.18], [-0.04, -0.49, -1.27], [-0.01, -0.24, -0.08], [-0.18, 0.02, 0.00], [0.39, 0.44, 0.10], [-0.27, 0.08, 1.38], [0.12, 0.06, 0.00]], "homo_energy_ha": [-0.0661, -0.1616], "total_charge": -1, "e_above_lowest_ev": 0.0000, "multiplicity": 2}

=====

2.
{"formula": "C3HNO5", "method": "wB97M-V/def2-TZVPD", "elements": ["C", "C", "C", "N", "O", "O", "O", "O", "O", "H"], "xyz": [[-1.1188, 0.4911, -0.6263], [-0.6347, -0.9017, 0.7156], [0.0941, 0.3709, 0.3486], [1.4128, 0.1512, -0.3412], [2.4068, 0.5410, 0.2365], [-1.4109, 1.2997, -1.4263], [-0.4676, -1.8303, 1.4109], [1.2981, -0.5873, -1.2512], [-1.7099, -0.6832, -0.0966], [0.1302, 1.1487, 1.0299]], "atomic_forces_ev_per_a": [[1.42, 0.64, 0.66], [0.48, -0.70, 0.82], [-0.75, -0.38, -2.11], [-0.78, 0.30, 3.42], [-0.16, 0.18, -0.81], [-0.78, -0.88, 0.03], [0.20, -0.29, 0.34], [0.78, -1.24, -2.66], [-0.66, 1.06, -1.28], [0.25, 1.30, 1.57]], "homo_energy_ha": -0.4321, "e_above_lowest_ev": 4.9055}

=====

3.
{"formula": "C20H34IrN4OSi2Te", "method": "wB97M-V/def2-TZVPD", "elements": ["Ir", "O", "C", "N", "C", "Si", "C", "C", "C", "Te", "C", "Si", "C", "C", "C", "H", "H", "H", "H", "H", "H", "H", "H", "H", "H", "H", "H", "H", "H", "H", "H", "H", "H", "H", "H", "H", "H", "C", "N", "C", "C", "N", "H", "H", "H", "H", "H", "H", "C", "C", "C", "C", "C", "C", "C", "C", "N", "H", "H", "H", "H", "H", "H"], "xyz": [[0.2335, -0.8056, 0.0287], [-3.0747, -3.2298, -0.6435], [-2.2710, -2.4020, -0.5487], [-1.4484, -1.5191, -0.4378], [-2.2749, 1.2952, -3.0156], [-0.4590, 1.6509, -3.0523], [0.4947, 0.0448, -3.1383], [0.0592, 2.8087, -4.3939], [0.0505, 2.5591, -1.4412], [-0.2065, 1.6475, 0.4363], [-2.2996, 1.7980, 0.5828], [-2.8091, 3.0371, 1.9741], [-4.6326, 3.2404, 1.7838], [-1.8641, 4.6050, 1.6521], [-2.2860, 2.2035, 3.5504], [-2.5866, 0.8926, -3.9836], [-2.8696, 2.1956, -2.8424], [-2.5358, 0.5505, -2.2586], [0.2240, -0.5184, -4.0352], [0.2411, -0.6243, -2.3013], [1.5764, 0.1948, -3.1483], [-0.1613, 2.3849, -5.3773], [1.1301, 3.0194, -4.3564], [-0.4767, 3.7580, -4.3224], [-0.5194, 3.4892, -1.3424], [1.1099, 2.8229, -1.4890], [-2.6880, 0.8026, 0.8076], [-2.6535, 2.1063, -0.4017], [-4.8764, 3.6767, 0.8125], [-5.0299, 3.9090, 2.5523], [-5.1589, 2.2875, 1.8741], [-2.1303, 5.0316, 0.6810], [-0.7776, 4.4701, 1.6831], [-2.1005, 5.3584, 2.4077], [-2.8406, 1.2727, 3.6981], [-2.4724, 2.8319, 4.4243], [-1.2148, 1.9754, 3.5525], [5.5533, 0.2954, -0.0758], [4.6307, -0.7535, -0.5599], [5.1960, -1.9501, -1.2207], [3.3629, -0.6698, -0.3354], [2.2206, -0.5901, -0.1448], [6.2190, 0.5701, -0.8905], [6.1336, -0.0848, 0.7627], [4.9853, 1.1675, 0.2366], [5.8961, -1.6169, -1.9831], [4.3987, -2.5206, -1.6898], [5.7150, -2.5688, -0.4905], [0.4449, -1.3296, 2.0043], [0.3719, -2.7918, 1.8107], [1.5140, -3.5008, 1.4249], [1.4749, -4.8791, 1.2881], [0.2892, -5.5541, 1.5478], [-0.8623, -4.8590, 1.9337], [-0.8188, -3.4890, 2.0559], [0.2505, -6.9910, 1.4322], [0.2228, -8.1355, 1.3430], [1.4348, -0.9504, 2.2424], [-0.3529, -0.8649, 2.5775], [2.4418, -2.9679, 1.2561], [2.3571, -5.4363, 1.0046], [-1.7746, -5.4036, 2.1345], [-1.7057, -2.9466, 2.3641]], "atomic_forces_ev_per_a": [[0.69, -1.26, -0.33], [0.04, 0.15, -0.08], [0.12, -0.14, 0.16], [-0.77, 0.47, 0.05], [-0.19, -0.04, -0.05], [0.04, 0.01, 0.15], [0.10, -0.01, 0.03], [-0.02, 0.09, -0.19], [0.06, -0.02, -0.12], [-0.07, 0.40, 0.06], [-0.15, 0.07, 0.08], [0.12, -0.16, -0.18], [-0.19, 0.07, 0.06], [0.06, 0.14, -0.02], [0.01, -0.03, 0.14], [0.01, 0.00, 0.04], [0.01, -0.02, 0.00], [0.00, 0.03, -0.01], [0.01, 0.03, 0.01], [0.00, -0.10, -0.03], [-0.02, -0.02, 0.02], [0.01, 0.01, 0.04], [-0.02, 0.01, -0.01], [0.03, -0.01, -0.01], [0.04, 0.01, 0.00], [-0.03, 0.05, 0.03], [0.05, 0.02, -0.07], [0.02, -0.09, 0.00], [-0.02, -0.02, 0.02], [0.01, -0.03, -0.03], [0.01, 0.03, -0.01], [0.02, 0.01, 0.03], [-0.02, 0.01, 0.01], [0.00, -0.02, -0.03], [0.04, 0.02, 0.01], [0.00, -0.01, -0.04], [-0.02, 0.00, 0.03], [-0.06, -0.05, -0.05], [-0.17, 0.02, -0.02], [-0.03, 0.02, 0.12], [0.42, 0.07, -0.08], [-0.03, 0.34, 0.06], [0.00, 0.01, -0.01], [0.00, -0.02, 0.00], [0.00, -0.01, 0.00], [-0.01, 0.01, -0.02], [0.00, 0.00, 0.00], [0.02, 0.01, 0.01], [-0.17, 0.09, -0.46], [0.12, 0.16, 0.24], [0.06, -0.10, -0.15], [0.08, 0.12, -0.02], [-0.04, -0.28, -0.01], [-0.06, 0.04, -0.03], [-0.12, -0.04, 0.01], [-0.02, 0.13, 0.01], [0.00, 0.06, -0.01], [-0.06, -0.01, 0.35], [0.06, -0.15, 0.21], [0.02, -0.03, 0.06], [-0.01, 0.01, 0.00], [0.01, 0.00, 0.01], [0.02, -0.03, 0.02]], "homo_energy_ha": [-0.5410, -0.5400], "total_charge": 2, "e_above_lowest_ev": 0.1949, "multiplicity": 2}

=====

4.
{"formula": "C10H11ClF5HfOPr", "method": "wB97M-V/def2-TZVPD", "elements": ["Pr", "Cl", "C", "C", "H", "H", "H", "H", "H", "H", "Hf", "C", "C", "H", "H", "H", "H", "H", "F", "C", "C", "F", "C", "F", "C", "O", "C", "F", "C", "F"], "xyz": [[-3.0174, -1.9547, -2.1432], [-4.1189, -1.5857, 0.0772], [-2.2124, -4.1597, -1.6581], [-4.7858, -1.0537, -3.5129], [-2.3755, -4.9919, -2.3555], [-1.1315, -4.1177, -1.4193], [-2.7280, -4.4122, -0.7190], [-5.2019, -1.5215, -4.4153], [-4.5019, -0.0142, -3.7650], [-5.5982, -0.9884, -2.7712], [0.3600, 0.6064, -0.6602], [-0.2030, 2.6433, -0.4258], [1.1758, 0.9381, -2.4940], [-0.0956, 3.1268, -1.4129], [-1.2538, 2.7768, -0.0848], [0.4438, 3.1921, 0.2811], [0.7529, 1.7011, -3.1715], [1.9666, 0.3360, -2.9570], [3.3486, 1.5208, 5.3467], [3.0199, 1.1551, 4.0958], [4.0228, 0.6725, 3.2521], [5.2745, 0.5120, 3.7287], [3.7301, 0.3413, 1.9486], [4.6645, -0.1698, 1.1207], [2.4195, 0.5141, 1.4812], [2.1370, 0.3254, 0.1960], [1.4023, 0.8650, 2.3817], [0.0822, 0.7856, 1.8616], [1.6863, 1.2404, 3.6777], [0.7373, 1.7165, 4.5164]], "atomic_forces_ev_per_a": [[0.45, 0.48, -0.52], [-0.08, 0.31, 0.70], [-0.07, -0.30, -0.27], [-0.14, -0.38, -0.27], [0.13, 0.02, 0.13], [-0.21, -0.04, -0.10], [0.08, -0.05, -0.07], [0.04, 0.15, 0.14], [-0.03, -0.21, 0.04], [0.01, 0.07, -0.13], [1.05, 0.03, -0.86], [-0.57, 1.41, 0.04], [-1.27, -0.81, -0.21], [-0.16, -0.09, 0.43], [0.43, -0.04, -0.06], [-0.21, -0.18, -0.16], [0.35, -0.28, 0.23], [-0.02, 0.29, 0.13], [-0.21, -0.14, -0.44], [-0.07, 0.08, 0.37], [0.47, -0.09, 0.59], [-0.86, 0.21, -0.28], [-0.17, -0.15, -0.50], [-0.57, 0.54, 0.61], [-0.14, -0.16, -0.12], [-0.07, -0.54, 0.44], [-0.29, -0.23, -0.68], [1.58, 0.30, 0.83], [-0.16, 0.35, 0.65], [0.74, -0.54, -0.66]], "homo_energy_ha": [-0.2902, -0.2907], "multiplicity": 3}

=====

5.
{"formula": "C9H22BFN4O13Tl", "method": "wB97M-V/def2-TZVPD", "elements": ["Tl", "B", "H", "H", "H", "H", "C", "C", "O", "O", "H", "H", "H", "C", "C", "O", "C", "O", "O", "F", "H", "H", "H", "C", "N", "O", "O", "H", "H", "H", "C", "N", "O", "O", "H", "H", "H", "C", "N", "O", "O", "H", "H", "H", "C", "N", "O", "O", "H", "H", "H"], "xyz": [[11.1601, -27.8534, -7.4728], [8.4595, -27.1091, -8.4417], [8.0986, -28.0758, -7.8345], [9.1063, -27.5037, -9.3631], [7.6239, -26.2705, -8.7169], [9.0937, -26.4127, -7.5881], [9.3630, -23.7220, -4.7998], [9.2322, -24.6459, -5.9838], [8.4952, -24.2460, -6.8995], [9.8186, -25.7858, -6.0139], [8.6281, -22.9246, -4.7174], [10.3935, -23.3648, -4.7930], [9.2147, -24.3145, -3.8888], [10.7019, -19.7667, -4.5520], [10.5854, -18.3523, -5.1325], [9.2237, -18.1272, -4.9882], [8.5343, -19.2851, -4.7674], [7.3980, -19.3543, -4.5777], [9.4304, -20.3198, -4.8194], [10.9847, -18.3676, -6.4453], [10.8908, -19.6224, -3.4833], [11.5524, -20.2826, -4.9867], [11.2262, -17.6711, -4.5792], [11.9710, -21.6242, -7.8330], [10.9119, -21.5384, -8.8842], [11.3092, -21.2432, -9.9974], [9.7719, -21.7909, -8.5880], [12.4797, -20.6644, -7.7949], [12.7088, -22.2738, -8.3033], [11.5371, -21.9808, -6.9103], [5.7680, -21.4407, -6.4326], [6.7356, -21.3322, -7.5815], [7.3598, -20.2993, -7.6718], [6.7519, -22.1729, -8.4645], [6.3108, -21.5064, -5.4978], [5.1331, -22.3136, -6.5189], [5.2843, -20.4864, -6.6133], [6.6100, -21.2972, -1.6965], [5.2767, -21.4684, -2.2986], [5.0888, -20.8356, -3.3108], [4.5389, -22.2891, -1.8452], [7.3163, -21.8125, -2.3437], [6.7036, -21.5290, -0.6410], [6.9281, -20.2563, -1.7583], [8.1500, -24.7896, -1.3540], [7.9635, -25.4049, -0.0193], [8.8453, -26.0993, 0.4252], [7.0559, -24.9392, 0.6218], [8.7941, -25.4301, -1.9438], [8.4357, -23.7449, -1.2637], [7.1756, -24.6597, -1.8289]], "atomic_forces_ev_per_a": [[0.18, -0.24, -0.05], [-2.55, -2.71, -3.21], [0.46, 0.17, 1.07], [0.78, 0.48, -0.04], [0.76, 0.52, 0.54], [0.71, 3.36, 3.63], [0.47, -0.25, 1.94], [-2.11, -0.51, -3.45], [0.84, -0.31, 1.06], [0.09, -0.53, -0.41], [0.18, 0.02, -0.93], [-0.13, 0.19, 0.00], [0.31, -0.14, -0.26], [0.76, 1.20, 0.04], [0.50, -1.60, 0.34], [-0.07, 1.00, -0.14], [2.64, 0.37, -0.95], [-2.19, -0.39, 0.43], [-0.09, -0.59, 0.56], [-0.40, 0.30, 0.06], [-0.25, -0.46, 0.10], [-0.35, -0.43, -0.23], [-0.42, 0.55, -0.19], [0.44, 0.02, -1.02], [0.36, 0.30, -0.48], [-0.13, -0.05, 0.34], [-0.20, -0.17, 0.29], [-0.38, 0.20, 0.33], [-0.04, -0.35, 0.46], [0.06, 0.05, 0.09], [0.45, 0.08, -0.66], [0.01, -0.54, -1.37], [0.31, 0.37, 0.75], [-0.31, -0.37, 0.77], [0.12, 0.54, 0.01], [-0.06, 0.07, -0.45], [-0.58, -0.11, 0.96], [1.29, 1.21, 0.40], [0.80, 0.24, -0.51], [-0.27, 0.40, -0.39], [-0.79, -0.83, 0.80], [-0.11, -0.38, 0.16], [-0.51, -0.77, -0.11], [-0.49, 0.11, -0.35], [-0.97, -0.15, -1.07], [0.81, 1.81, 0.62], [0.12, -0.78, -0.40], [-0.91, -0.26, 0.24], [0.26, 0.21, 0.04], [0.79, -0.24, 0.52], [-0.14, -0.63, 0.11]], "homo_energy_ha": -0.4593, "total_charge": 1}

=====

6.
{"formula": "C6H7Cl2N2", "method": "wB97M-V/def2-TZVPD", "elements": ["C", "C", "C", "C", "C", "C", "N", "N", "Cl", "Cl", "H", "H", "H", "H", "H", "H", "H"], "xyz": [[-0.0128, -1.3967, 0.4279], [0.2434, 0.9962, -0.2736], [0.8304, -0.4228, -0.0378], [-1.2908, -1.2016, 1.0321], [0.3557, 1.7090, 0.7599], [-0.3481, 1.1949, -1.6429], [-1.9355, -0.1421, 0.9092], [2.1385, -0.5453, -0.3518], [-1.9553, -2.5562, 1.8562], [0.5055, 2.4872, 2.1880], [0.2771, -2.3974, 0.3608], [-1.0389, 0.3730, -1.6653], [-0.9493, 2.1502, -1.8667], [0.6649, 1.1741, -2.2234], [-2.9258, -0.0976, 1.2286], [2.6041, -1.3767, 0.0833], [2.8368, 0.0519, -0.7846]], "atomic_forces_ev_per_a": [[1.68, 1.38, -0.41], [-0.31, 0.05, 0.29], [-0.66, 0.64, 0.29], [-1.33, 0.35, 0.08], [0.51, 0.98, 1.98], [1.32, 1.88, -0.50], [-1.47, 1.55, -0.38], [1.38, -2.45, 1.14], [0.02, -0.80, 0.28], [-0.25, -0.94, -1.73], [0.80, -1.39, -0.10], [0.00, -0.68, -0.97], [1.31, -1.30, 0.76], [-2.41, -0.34, -0.01], [1.21, -0.45, 0.07], [-0.69, 1.11, -0.74], [-1.11, 0.40, -0.04]], "homo_energy_ha": [-0.4700, -0.4700], "total_charge": 1, "e_above_lowest_ev": 5.9488}

=====

7.
{"formula": "C4H7NO", "method": "wB97M-V/def2-TZVPD", "elements": ["C", "C", "O", "C", "C", "N", "H", "H", "H", "H", "H", "H", "H"], "xyz": [[-1.6776, -0.7147, -0.0662], [-0.5242, 0.0993, -0.5424], [-0.0477, 0.9605, 0.5102], [1.3380, 1.0236, 0.3282], [1.6456, -0.2156, -0.4605], [2.0661, -1.1827, -0.9521], [-2.5124, -0.1052, 0.2787], [-2.0034, -1.3320, -0.9071], [-1.3514, -1.3702, 0.7492], [-0.7430, 0.7405, -1.4113], [0.3475, -0.8026, -0.8854], [1.8781, 0.9937, 1.2842], [1.6628, 1.9147, -0.2319]], "atomic_forces_ev_per_a": [[-0.45, -0.09, 0.05], [-0.39, -1.29, -0.77], [0.19, -0.92, -0.54], [0.41, -0.28, -0.25], [3.74, -0.73, 0.23], [1.04, 0.84, 0.47], [-0.09, -0.02, 0.02], [-0.16, -0.05, 0.16], [-0.14, 0.09, -0.12], [-0.03, -0.34, 0.06], [-3.87, 3.00, 0.87], [-0.16, -0.01, -0.20], [-0.09, -0.21, 0.02]], "homo_energy_ha": -0.3533, "e_above_lowest_ev": 3.7701}

=====

8.
{"formula": "C5H12N", "method": "wB97M-V/def2-TZVPD", "elements": ["C", "C", "C", "C", "C", "N", "H", "H", "H", "H", "H", "H", "H", "H", "H", "H", "H", "H"], "xyz": [[2.2287, -0.2331, 0.0281], [1.0629, -0.2380, 0.6433], [-1.4079, -1.8652, 0.0792], [-1.0399, 1.3202, 0.8668], [-0.1003, 0.4278, 0.1330], [0.0733, 0.8576, -1.2734], [2.9867, -0.8346, 0.4493], [2.4207, 0.0887, -1.0810], [1.0364, -0.8059, 1.5735], [-1.5985, -1.9910, 1.0884], [-0.5488, -2.5244, -0.3081], [-2.1363, -1.6848, -0.6975], [-0.5998, 2.2496, 0.9181], [-1.0005, 0.9533, 1.9277], [-2.0607, 1.4686, 0.4573], [0.1261, 0.1117, -2.0672], [1.0954, 1.1223, -1.1420], [-0.5376, 1.5771, -1.5955]], "atomic_forces_ev_per_a": [[0.79, -0.14, -3.10], [-0.66, 0.40, 0.54], [2.90, -0.41, -2.95], [-0.47, -2.32, 1.27], [-2.58, -1.99, -0.34], [2.83, -2.11, -1.07], [1.07, -0.22, 0.21], [-0.11, -0.39, 2.27], [-0.45, 0.57, 0.02], [-0.75, 0.10, 1.72], [-1.26, 1.20, 0.70], [-0.39, 0.21, 0.42], [1.04, 2.54, 0.12], [-0.70, 0.36, -0.92], [0.60, -0.62, 0.30], [-0.38, 1.10, 2.00], [-1.10, 0.76, -1.20], [-0.38, 0.94, 0.00]], "homo_energy_ha": [-0.4685, -0.4646], "total_charge": 1, "e_above_lowest_ev": 5.2595}

=====

Which formula does entry 3 have? C20H34IrN4OSi2Te

=====

Repeat the eighth record exactly.
{"formula": "C5H12N", "method": "wB97M-V/def2-TZVPD", "elements": ["C", "C", "C", "C", "C", "N", "H", "H", "H", "H", "H", "H", "H", "H", "H", "H", "H", "H"], "xyz": [[2.2287, -0.2331, 0.0281], [1.0629, -0.2380, 0.6433], [-1.4079, -1.8652, 0.0792], [-1.0399, 1.3202, 0.8668], [-0.1003, 0.4278, 0.1330], [0.0733, 0.8576, -1.2734], [2.9867, -0.8346, 0.4493], [2.4207, 0.0887, -1.0810], [1.0364, -0.8059, 1.5735], [-1.5985, -1.9910, 1.0884], [-0.5488, -2.5244, -0.3081], [-2.1363, -1.6848, -0.6975], [-0.5998, 2.2496, 0.9181], [-1.0005, 0.9533, 1.9277], [-2.0607, 1.4686, 0.4573], [0.1261, 0.1117, -2.0672], [1.0954, 1.1223, -1.1420], [-0.5376, 1.5771, -1.5955]], "atomic_forces_ev_per_a": [[0.79, -0.14, -3.10], [-0.66, 0.40, 0.54], [2.90, -0.41, -2.95], [-0.47, -2.32, 1.27], [-2.58, -1.99, -0.34], [2.83, -2.11, -1.07], [1.07, -0.22, 0.21], [-0.11, -0.39, 2.27], [-0.45, 0.57, 0.02], [-0.75, 0.10, 1.72], [-1.26, 1.20, 0.70], [-0.39, 0.21, 0.42], [1.04, 2.54, 0.12], [-0.70, 0.36, -0.92], [0.60, -0.62, 0.30], [-0.38, 1.10, 2.00], [-1.10, 0.76, -1.20], [-0.38, 0.94, 0.00]], "homo_energy_ha": [-0.4685, -0.4646], "total_charge": 1, "e_above_lowest_ev": 5.2595}